This record from the Open Molecules 2025 dataset describes a structure of composition C5H68B2NO34P at a distorted geometry. The level of theory is ωB97M-V with the def2-TZVPD basis set.

```
111
Properties=species:S:1:pos:R:3
N 0.263 3.383 -0.341
P 1.356 2.185 -0.914
O 1.833 2.681 -2.435
C 2.848 2.404 0.158
O 3.845 1.486 -0.260
C 4.417 0.685 0.763
C 4.302 -0.849 0.469
C 3.533 -1.629 1.531
B 4.460 -2.005 2.763
O 5.674 -2.684 2.543
O 4.174 -1.643 4.066
O 3.791 -1.133 -0.825
C 2.402 -1.108 -0.863
O 1.801 -2.371 -0.511
B 1.808 -3.313 -1.534
O 0.583 -3.476 -2.212
O 2.888 -4.104 -1.826
H -0.625 2.891 -0.296
H 0.459 3.631 0.625
H 1.290 2.147 -3.026
H 3.269 3.414 0.068
H 2.481 2.227 1.172
H 5.479 0.922 0.809
H 4.000 0.916 1.749
H 5.321 -1.226 0.471
H 3.174 -2.576 1.119
H 2.673 -1.072 1.907
H 5.581 -3.612 2.787
H 3.417 -2.090 4.463
H 1.974 -0.368 -0.193
H 2.118 -0.821 -1.881
H 0.619 -2.930 -3.011
H 3.513 -3.646 -2.403
O -1.213 -5.804 -2.890
H -0.599 -5.072 -2.721
H -0.835 -6.550 -2.411
O -2.395 5.305 -1.148
H -2.759 4.991 -1.983
H -1.450 5.118 -1.212
O -1.777 -3.648 -4.982
H -1.732 -4.241 -4.221
H -2.160 -2.835 -4.642
O -5.206 5.234 0.355
H -5.307 6.007 0.922
H -4.382 5.395 -0.120
O -1.024 0.866 0.803
H -1.219 0.976 1.739
H -1.678 0.228 0.496
O -3.576 -4.433 -1.589
H -4.005 -5.255 -1.329
H -2.714 -4.735 -1.910
O -0.330 -4.553 1.130
H 0.070 -3.813 0.656
H -0.377 -4.263 2.055
O -7.163 6.308 2.023
H -8.052 6.393 2.375
H -7.226 5.539 1.445
O -4.381 8.093 0.241
H -4.488 8.857 0.818
H -3.550 8.270 -0.219
O -3.155 -3.133 1.456
H -3.668 -3.703 0.871
H -2.253 -3.441 1.318
O -1.980 -6.677 0.067
H -1.371 -5.956 0.291
H -1.650 -7.430 0.566
O -4.385 6.937 -2.473
H -4.552 7.114 -1.538
H -5.098 6.344 -2.735
O -1.040 -5.914 -6.642
H -1.347 -5.122 -6.179
H -1.812 -6.243 -7.109
O 2.848 -2.674 6.574
H 2.253 -2.347 7.257
H 3.308 -3.414 6.986
O 1.796 -5.455 5.608
H 2.095 -4.538 5.633
H 1.572 -5.669 6.519
O 0.852 3.416 2.848
H 1.193 4.317 2.807
H 0.738 3.258 3.791
O 1.553 -6.276 -4.669
H 0.598 -6.207 -4.781
H 1.819 -6.857 -5.388
O 3.265 0.689 -4.287
H 3.176 1.436 -3.681
H 4.124 0.809 -4.700
O -5.974 9.263 -4.327
H -6.471 9.661 -3.606
H -5.555 8.493 -3.924
O -1.198 5.268 -3.858
H -1.289 6.042 -3.290
H -0.370 5.412 -4.326
O -9.209 4.261 1.541
H -10.104 4.337 1.885
H -9.240 3.502 0.949
O 0.308 -2.045 2.137
H 0.742 -2.444 2.899
H 0.761 -2.435 1.379
O -0.831 -4.447 3.044
H -1.426 -4.799 3.713
H -1.129 -3.543 2.881
O 8.066 -3.336 0.756
H 7.415 -3.053 1.415
H 8.532 -4.067 1.172
O -3.174 8.260 2.853
H -2.695 7.767 3.526
H -3.843 7.644 2.531
O 7.483 -0.287 0.936
H 7.483 -0.187 1.894
H 7.645 -1.228 0.796
```

## Properties
Charge   0
E_LUMO   -0.6 eV
Gap between HOMO and LUMO   7.41 eV
Total energy   -88038.5946 eV

Mulliken population analysis, charges in e, atoms 1 to 99: number 1, N, carries -0.43; number 2, P, carries 0.20; number 3, O, carries -0.59; number 4, C, carries -0.66; number 5, O, carries -0.31; number 6, C, carries -0.72; number 7, C, carries 0.38; number 8, C, carries -0.48; number 9, B, carries 0.65; number 10, O, carries -0.51; number 11, O, carries -0.55; number 12, O, carries -0.43; number 13, C, carries -0.55; number 14, O, carries -0.41; number 15, B, carries 0.72; number 16, O, carries -0.51; number 17, O, carries -0.43; number 18, H, carries 0.34; number 19, H, carries 0.20; number 20, H, carries 0.35; number 21, H, carries 0.48; number 22, H, carries 0.35; number 23, H, carries 0.16; number 24, H, carries 0.45; number 25, H, carries 0.36; number 26, H, carries 0.26; number 27, H, carries 0.11; number 28, H, carries 0.28; number 29, H, carries 0.23; number 30, H, carries 0.09; number 31, H, carries 0.37; number 32, H, carries 0.22; number 33, H, carries 0.29; number 34, O, carries -0.72; number 35, H, carries 0.36; number 36, H, carries 0.32; number 37, O, carries -0.69; number 38, H, carries 0.32; number 39, H, carries 0.32; number 40, O, carries -0.73; number 41, H, carries 0.39; number 42, H, carries 0.33; number 43, O, carries -0.62; number 44, H, carries 0.40; number 45, H, carries 0.24; number 46, O, carries -0.53; number 47, H, carries 0.25; number 48, H, carries 0.28; number 49, O, carries -0.64; number 50, H, carries 0.31; number 51, H, carries 0.35; number 52, O, carries -0.68; number 53, H, carries 0.14; number 54, H, carries 0.42; number 55, O, carries -0.65; number 56, H, carries 0.29; number 57, H, carries 0.37; number 58, O, carries -0.68; number 59, H, carries 0.30; number 60, H, carries 0.31; number 61, O, carries -0.68; number 62, H, carries 0.29; number 63, H, carries 0.46; number 64, O, carries -0.58; number 65, H, carries 0.31; number 66, H, carries 0.27; number 67, O, carries -0.62; number 68, H, carries 0.33; number 69, H, carries 0.35; number 70, O, carries -0.62; number 71, H, carries 0.39; number 72, H, carries 0.29; number 73, O, carries -0.58; number 74, H, carries 0.28; number 75, H, carries 0.31; number 76, O, carries -0.62; number 77, H, carries 0.34; number 78, H, carries 0.30; number 79, O, carries -0.60; number 80, H, carries 0.30; number 81, H, carries 0.26; number 82, O, carries -0.59; number 83, H, carries 0.33; number 84, H, carries 0.28; number 85, O, carries -0.61; number 86, H, carries 0.34; number 87, H, carries 0.30; number 88, O, carries -0.64; number 89, H, carries 0.31; number 90, H, carries 0.34; number 91, O, carries -0.61; number 92, H, carries 0.31; number 93, H, carries 0.30; number 94, O, carries -0.60; number 95, H, carries 0.29; number 96, H, carries 0.30; number 97, O, carries -0.60; number 98, H, carries 0.32; number 99, H, carries 0.28

This record from the Open Molecules 2025 dataset describes a structure of composition C12H26N8O10PS2SeV at a distorted geometry. The level of theory is ωB97M-V with the def2-TZVPD basis set.

```
61
Properties=species:S:1:pos:R:3
V 0.497 -1.270 0.024
O 0.937 -2.811 0.484
O 1.447 -3.977 0.826
N -3.145 -1.085 -2.470
C -2.257 -2.180 -2.956
C -1.152 -2.498 -1.954
O -0.396 -3.419 -2.179
O -1.136 -1.683 -0.940
H -2.591 -0.209 -2.196
H -3.663 -1.377 -1.643
H -3.819 -0.817 -3.186
H -1.787 -1.846 -3.880
H -2.846 -3.070 -3.161
O 0.140 2.863 -1.652
Se -0.378 1.336 -1.820
O -1.984 1.162 -1.741
O 0.313 0.576 -0.467
O 0.234 0.626 -3.150
N 2.653 -3.914 -1.479
C 3.732 -2.877 -1.468
P 2.909 -1.247 -1.221
O 2.816 -0.843 0.218
O 1.533 -1.451 -1.828
C 3.743 0.048 -2.234
N 2.845 0.538 -3.330
H 2.280 -4.110 -0.485
H 2.980 -4.789 -1.886
H 1.820 -3.586 -1.996
H 4.274 -2.915 -2.412
H 4.422 -3.090 -0.653
H 4.688 -0.281 -2.663
H 3.951 0.879 -1.562
H 3.013 0.042 -4.203
H 3.020 1.527 -3.516
H 1.768 0.470 -3.135
S 2.053 1.765 1.473
C 1.007 3.086 1.842
N 0.251 3.642 0.873
C -0.563 4.676 1.136
C -0.595 5.205 2.399
C 0.239 4.607 3.345
N 1.000 3.554 3.082
H 0.292 3.280 -0.120
H -1.146 5.043 0.303
H -1.224 6.048 2.642
H 0.283 4.984 4.360
C -3.927 1.756 3.170
C -2.433 1.685 3.487
C -1.808 0.414 3.014
N -0.985 0.338 2.037
N -0.575 -0.953 1.773
C -1.111 -1.850 2.592
N -0.898 -3.168 2.583
S -2.177 -1.128 3.743
H -4.346 2.692 3.533
H -4.475 0.943 3.649
H -4.097 1.696 2.095
H -2.265 1.792 4.561
H -1.894 2.494 2.992
H -0.154 -3.593 2.046
H -1.311 -3.732 3.305
```

## Properties
Charge   +2
Energy above the lowest of the compared OMol25 structures with the same formula, charge and spin   0.00 kJ/mol
E_LUMO (alpha / beta)   -8.5 / -8.5 eV
Gap between HOMO and LUMO (alpha / beta)   3.89 / 3.91 eV
Total energy   -167238.3863 eV

Computed Mulliken charges, given in elementary charges: number 1, V, carries 0.55; number 2, O, carries -0.08; number 3, O, carries -0.81; number 4, N, carries -0.04; number 5, C, carries -0.84; number 6, C, carries 0.84; number 7, O, carries -0.63; number 8, O, carries -0.11; number 9, H, carries 0.19; number 10, H, carries 0.40; number 11, H, carries 0.42; number 12, H, carries 0.30; number 13, H, carries 0.44; number 14, O, carries -0.88; number 15, Se, carries 1.29; number 16, O, carries -0.90; number 17, O, carries 0.00; number 18, O, carries -0.79; number 19, N, carries -0.02; number 20, C, carries -0.82; number 21, P, carries 1.60; number 22, O, carries -0.89; number 23, O, carries -0.85; number 24, C, carries -1.04; number 25, N, carries -0.09; number 26, H, carries 0.32; number 27, H, carries 0.45; number 28, H, carries 0.11; number 29, H, carries 0.46; number 30, H, carries 0.41; number 31, H, carries 0.50; number 32, H, carries 0.42; number 33, H, carries 0.40; number 34, H, carries 0.41; number 35, H, carries 0.00; number 36, S, carries -0.19; number 37, C, carries 0.37; number 38, N, carries 0.26; number 39, C, carries 0.03; number 40, C, carries -0.74; number 41, C, carries -0.12; number 42, N, carries -0.45; number 43, H, carries 0.18; number 44, H, carries 0.46; number 45, H, carries 0.44; number 46, H, carries 0.43; number 47, C, carries -1.15; number 48, C, carries 0.33; number 49, C, carries 0.06; number 50, N, carries -0.30; number 51, N, carries 0.05; number 52, C, carries 0.59; number 53, N, carries -0.26; number 54, S, carries -0.18; number 55, H, carries 0.38; number 56, H, carries 0.35; number 57, H, carries 0.32; number 58, H, carries 0.42; number 59, H, carries -0.39; number 60, H, carries 0.12; number 61, H, carries 0.24

This record from the Open Molecules 2025 dataset describes a cluster of 2 separate species, C4H10N in total at a distorted geometry. The level of theory is ωB97M-V with the def2-TZVPD basis set.

```
15
Properties=species:S:1:pos:R:3
C -0.737 3.125 0.126
H -0.301 4.114 -0.097
H -1.708 3.174 0.591
H 0.015 2.631 0.796
H -0.760 2.514 -0.804
C 0.491 -1.708 -0.039
C 1.339 -2.065 -1.019
C -0.907 0.000 0.851
N 0.014 -0.347 0.039
H 0.021 -2.390 0.656
H 1.718 -1.336 -1.730
H 1.769 -3.028 -1.063
H -1.176 1.056 0.929
H -1.296 -0.686 1.541
H 0.499 0.265 -0.609
```

## Properties
Charge   +1
Energy above the lowest of the compared OMol25 structures with the same formula, charge and spin   199.60 kJ/mol
E_LUMO   -5.5 eV
Gap between HOMO and LUMO   9.74 eV
Total energy   -5791.7892 eV

Computed Mulliken charges, given in elementary charges: number 1, C, carries -1.03; number 2, H, carries 0.29; number 3, H, carries 0.30; number 4, H, carries 0.22; number 5, H, carries 0.26; number 6, C, carries 0.19; number 7, C, carries -0.78; number 8, C, carries 0.07; number 9, N, carries -0.02; number 10, H, carries 0.29; number 11, H, carries 0.24; number 12, H, carries 0.28; number 13, H, carries 0.11; number 14, H, carries 0.25; number 15, H, carries 0.33

This record from the Open Molecules 2025 dataset describes a cluster of 2 separate species, C12H17N in total at a distorted geometry. The level of theory is ωB97M-V with the def2-TZVPD basis set.

```
30
Properties=species:S:1:pos:R:3
C 2.310 0.195 -1.853
C 1.581 1.088 -0.996
C 2.201 1.862 -0.123
N 1.304 2.647 0.660
C 0.075 2.209 0.305
C -1.217 2.626 0.660
C -2.307 2.019 0.101
C -2.254 1.015 -0.910
C -0.957 0.806 -1.511
C 0.137 1.286 -0.856
H 3.380 0.547 -2.042
H 2.002 0.274 -2.957
H 2.212 -0.838 -1.436
H 3.399 1.869 0.090
H 1.495 3.538 1.266
H -1.524 3.100 1.499
H -3.376 2.181 0.495
H -3.192 0.541 -1.478
H -0.779 0.175 -2.265
C 0.233 -2.473 2.260
C -0.233 -2.987 0.849
C -1.286 -2.134 0.073
H 0.281 -1.403 2.061
H 1.163 -2.841 2.608
H -0.649 -2.711 2.860
H 0.740 -3.055 0.275
H -0.453 -4.025 0.931
H -1.789 -1.464 0.711
H -0.661 -1.297 -0.597
H -1.835 -2.751 -0.680
```

## Properties
Charge   0
Energy above the lowest of the compared OMol25 structures with the same formula, charge and spin   320.97 kJ/mol
E_LUMO   0.9 eV
Gap between HOMO and LUMO   8.83 eV
SMILES   Cc1c[nH]c2ccccc12.CCC
Total energy   -14207.0108 eV

Computed Mulliken charges, given in elementary charges: number 1, C, carries -1.14; number 2, C, carries 0.49; number 3, C, carries -0.53; number 4, N, carries -0.12; number 5, C, carries -0.45; number 6, C, carries -0.64; number 7, C, carries -0.36; number 8, C, carries -0.22; number 9, C, carries -0.85; number 10, C, carries 1.04; number 11, H, carries 0.39; number 12, H, carries 0.30; number 13, H, carries 0.15; number 14, H, carries 0.23; number 15, H, carries 0.31; number 16, H, carries 0.40; number 17, H, carries 0.26; number 18, H, carries 0.23; number 19, H, carries 0.58; number 20, C, carries -1.04; number 21, C, carries -0.39; number 22, C, carries -0.70; number 23, H, carries 0.19; number 24, H, carries 0.38; number 25, H, carries 0.28; number 26, H, carries 0.22; number 27, H, carries 0.41; number 28, H, carries 0.34; number 29, H, carries -0.07; number 30, H, carries 0.34

This record from the Open Molecules 2025 dataset describes a cluster of 2 separate species, C4H8N2O in total at a distorted geometry. The level of theory is ωB97M-V with the def2-TZVPD basis set.

```
15
Properties=species:S:1:pos:R:3
C -0.673 -0.607 2.378
C -0.155 -0.822 0.904
C -0.895 -0.755 -0.313
N -0.053 -0.650 -1.400
C 1.122 -0.804 -0.800
N 1.152 -0.956 0.503
H -0.358 0.388 2.819
H -0.055 -1.389 2.889
H -1.714 -0.723 2.401
H -1.880 -0.374 -0.337
H -0.290 -0.943 -2.275
H 2.021 -0.801 -1.379
O 0.356 2.716 -2.128
H 0.632 2.153 -1.373
H 0.790 3.567 -1.889
```

## Properties
Charge   0
Energy above the lowest of the compared OMol25 structures with the same formula, charge and spin   187.77 kJ/mol
E_LUMO   0.8 eV
Gap between HOMO and LUMO   9.35 eV
SMILES   Cc1c[nH]cn1.O
Total energy   -9304.4471 eV

Computed Mulliken charges, given in elementary charges: number 1, C, carries -0.90; number 2, C, carries 0.57; number 3, C, carries -0.55; number 4, N, carries -0.02; number 5, C, carries -0.29; number 6, N, carries -0.60; number 7, H, carries 0.24; number 8, H, carries 0.27; number 9, H, carries 0.32; number 10, H, carries 0.33; number 11, H, carries 0.21; number 12, H, carries 0.44; number 13, O, carries -0.64; number 14, H, carries 0.30; number 15, H, carries 0.32